{"formula": "C28H42BrN3P2Sn", "method": "ωB97M-V with the def2-TZVPD basis set", "elements": ["C", "C", "C", "C", "N", "C", "C", "C", "C", "C", "C", "C", "C", "C", "Sn", "P", "H", "H", "H", "H", "H", "H", "H", "H", "C", "C", "H", "H", "H", "H", "H", "C", "C", "H", "H", "H", "H", "H", "C", "C", "H", "H", "H", "H", "H", "Br", "P", "C", "C", "H", "H", "H", "H", "H", "C", "C", "H", "H", "H", "H", "H", "C", "C", "H", "H", "H", "H", "H", "N", "C", "C", "N", "C", "H", "H", "H", "H"], "xyz": [[3.70007, -7.69139, -3.21113], [3.73660, -6.53825, -4.05824], [4.52733, -6.67452, -5.22749], [5.24170, -7.86588, -5.47590], [5.18946, -8.91222, -4.65504], [4.45281, -8.83987, -3.54980], [3.10730, -5.25769, -3.73540], [2.81788, -4.16435, -3.19182], [3.08299, -3.33833, -2.05379], [1.97938, -2.99961, -1.16793], [2.33057, -2.35975, 0.07074], [3.62664, -1.99440, 0.34162], [4.66692, -2.25757, -0.56992], [4.37487, -2.92812, -1.73876], [1.16077, -1.55047, -2.55501], [-1.84747, 0.00899, -2.44817], [4.65008, -5.86651, -5.93907], [3.14589, -7.72129, -2.27702], [5.86505, -7.98199, -6.36778], [4.45358, -9.73436, -2.91539], [5.16343, -3.17533, -2.44597], [1.00399, -3.53519, -1.25497], [5.64669, -1.86454, -0.40928], [1.55688, -2.01011, 0.73319], [-2.51252, 1.74446, -2.20437], [-3.52965, 2.32439, -3.16449], [-1.64248, 2.41342, -2.13997], [-2.93586, 1.73557, -1.18855], [-3.96274, 3.21776, -2.70083], [-3.07780, 2.63937, -4.10895], [-4.35021, 1.63465, -3.37214], [-1.89483, -0.52259, -4.20817], [-1.59629, -1.99112, -4.56017], [-1.22221, 0.15341, -4.75422], [-2.92773, -0.28839, -4.51119], [-1.23518, -2.07927, -5.59636], [-0.82849, -2.46189, -3.91844], [-2.51775, -2.56887, -4.46918], [-3.26246, -0.97063, -1.75687], [-4.63931, -1.04895, -2.40931], [-3.39365, -0.59607, -0.73035], [-2.85729, -1.99077, -1.67359], [-5.17517, -1.87047, -1.90705], [-5.23907, -0.14400, -2.26958], [-4.61515, -1.28266, -3.47879], [3.90597, -0.69363, 1.63173], [2.47608, 1.84847, -3.21702], [0.78197, 1.80890, -3.87856], [0.66541, 2.90958, -4.95885], [0.08156, 1.99181, -3.04932], [0.51456, 0.81750, -4.26804], [-0.20418, 2.76849, -5.62524], [0.58466, 3.91328, -4.50902], [1.56781, 2.92455, -5.58978], [2.37138, 2.45136, -1.50604], [3.51805, 3.39509, -1.07143], [2.31575, 1.57866, -0.83689], [1.41307, 2.99351, -1.41563], [3.40284, 3.63576, -0.00326], [4.50772, 2.94544, -1.21033], [3.50865, 4.34348, -1.62338], [3.52818, 0.37234, -3.18719], [4.38671, 0.35588, -4.46253], [3.04024, -0.64269, -3.15627], [4.19885, 0.46132, -2.30796], [4.95880, -0.57666, -4.48910], [3.74565, 0.36489, -5.34823], [5.06434, 1.21787, -4.51227], [-1.15866, -0.74330, 1.87452], [-0.47716, 0.15775, 2.69257], [0.42077, 0.79059, 1.83424], [0.28356, 0.28207, 0.56061], [-0.68782, -0.63105, 0.60095], [-1.88809, -1.38313, 2.17531], [-0.66741, 0.29074, 3.74790], [1.13099, 1.57363, 2.08535], [-1.06739, -1.21397, -0.22570]], "e_above_lowest_kj_mol": 405.62, "e_homo_ev": [-12.727, -12.726], "largest_force_ha_per_bohr": 0.066, "spin_multiplicity": 1, "charge": 2}

***

{"formula": "C26H77O17SSr", "method": "ωB97M-V with the def2-TZVPD basis set", "elements": ["Sr", "S", "O", "O", "O", "O", "C", "C", "O", "H", "H", "H", "H", "H", "C", "C", "O", "H", "H", "H", "H", "H", "H", "C", "C", "O", "H", "H", "H", "H", "H", "H", "C", "C", "O", "H", "H", "H", "H", "H", "H", "C", "C", "O", "H", "H", "H", "H", "H", "H", "C", "C", "O", "H", "H", "H", "H", "H", "H", "C", "C", "O", "H", "H", "H", "H", "H", "H", "C", "C", "O", "H", "H", "H", "H", "H", "H", "C", "C", "O", "H", "H", "H", "H", "H", "H", "C", "C", "O", "H", "H", "H", "H", "H", "H", "C", "C", "O", "H", "H", "H", "H", "H", "H", "C", "C", "O", "H", "H", "H", "H", "H", "H", "C", "C", "O", "H", "H", "H", "H", "H", "H"], "xyz": [[0.72321, 0.06291, -0.45887], [-0.87170, 3.20838, 0.07924], [-2.22876, 3.65475, -0.13143], [-0.77053, 1.77600, -0.13127], [-0.18695, 3.93231, -1.02013], [-0.34251, 3.53352, 1.39181], [0.23811, -1.63387, -4.83389], [0.81267, -1.40796, -3.48030], [-0.18772, -1.34982, -2.46650], [1.07457, -1.70940, -5.52867], [-0.55482, -1.06186, -5.31571], [-0.13383, -2.65665, -4.77329], [1.32738, -0.44802, -3.52135], [1.53172, -2.20457, -3.28931], [1.51202, 0.61681, 3.86614], [2.38885, 1.24163, 2.73627], [1.58743, 1.51760, 1.57408], [0.64211, 1.23088, 4.09912], [2.12383, 0.43572, 4.74988], [1.13352, -0.37345, 3.61272], [3.22900, 0.55559, 2.62854], [2.75517, 2.19803, 3.10938], [1.03393, 2.27052, 1.79395], [-1.05202, 2.23668, -3.66721], [-2.55128, 2.58206, -3.51767], [-2.89808, 3.93299, -3.31522], [-0.83795, 1.17039, -3.59438], [-0.46561, 2.58213, -2.81581], [-0.47631, 2.49830, -4.55502], [-3.03690, 2.06127, -2.69241], [-3.10012, 2.34784, -4.42982], [-3.07546, 4.27789, -4.19338], [3.89361, 2.81830, -1.84520], [2.66064, 2.60941, -2.71335], [1.72181, 2.05620, -1.82030], [4.70594, 3.04949, -2.53422], [4.29048, 1.96268, -1.29885], [3.64596, 3.56181, -1.08759], [2.87680, 1.87674, -3.49089], [2.34820, 3.48215, -3.28677], [1.17924, 2.83549, -1.67911], [4.32455, -1.28583, -1.46562], [3.99405, -0.98924, 0.04730], [2.71508, -1.41366, 0.28972], [3.64798, -0.74472, -2.12711], [4.23873, -2.35887, -1.63690], [5.34482, -0.96247, -1.67191], [4.09043, 0.09594, 0.08169], [4.77040, -1.42107, 0.67889], [2.70082, -2.31647, 0.61581], [-3.45629, -2.63648, -4.74491], [-3.27767, -1.33900, -3.98614], [-2.99673, -1.63568, -2.62630], [-2.59640, -3.26614, -4.51642], [-3.57360, -2.45398, -5.81310], [-4.39234, -3.06980, -4.39259], [-4.20902, -0.77319, -4.00943], [-2.51362, -0.75196, -4.49576], [-2.04279, -1.73432, -2.66944], [2.45934, 5.83909, 0.77421], [2.70346, 4.75182, 1.74577], [1.63468, 4.57344, 2.68027], [2.25652, 6.73809, 1.35624], [1.61014, 5.58583, 0.13954], [3.30923, 6.02595, 0.11779], [3.60752, 5.07470, 2.26203], [2.74601, 3.85648, 1.12554], [0.91896, 4.34984, 2.08080], [-3.25222, -0.43933, 5.46577], [-1.77003, -0.65663, 5.19123], [-1.51009, -0.32500, 3.84315], [-3.56722, 0.60249, 5.52486], [-3.54909, -0.94928, 6.38224], [-3.92043, -0.86796, 4.71886], [-1.40509, -1.67875, 5.29212], [-1.13863, -0.04172, 5.83257], [-1.40159, 0.61877, 3.70489], [-1.13484, -5.70462, -3.08297], [-1.31050, -4.95603, -1.72066], [-0.16522, -4.23949, -1.53164], [-0.79517, -5.00206, -3.84398], [-2.06348, -6.10333, -3.49135], [-0.45235, -6.55448, -3.08899], [-1.53837, -5.62700, -0.89242], [-2.19105, -4.31977, -1.80959], [-0.18736, -3.34930, -1.89035], [0.39714, -3.40763, 2.54111], [-0.60681, -2.71258, 1.55582], [-0.31169, -1.29172, 1.40315], [-0.21710, -4.12029, 3.09149], [0.99847, -2.78378, 3.20241], [1.04281, -4.11304, 2.01805], [-1.61928, -2.95570, 1.87818], [-0.59277, -3.11932, 0.54465], [-0.62395, -0.91310, 2.22822], [2.96992, -6.38002, 0.32609], [3.43925, -4.99384, -0.24098], [2.30046, -4.08925, -0.36528], [2.25408, -6.89308, -0.31615], [2.65097, -6.25985, 1.36143], [3.81549, -7.06774, 0.33817], [3.95263, -5.12049, -1.19414], [4.13935, -4.59648, 0.49391], [1.54888, -4.54665, -0.74936], [-1.77241, 4.89236, 4.31027], [-1.40412, 3.50214, 4.65895], [-1.46848, 2.76114, 3.45286], [-1.73681, 5.49397, 5.21851], [-2.76083, 5.16533, 3.94068], [-0.97528, 5.20248, 3.63460], [-2.05186, 2.99742, 5.37574], [-0.40870, 3.40829, 5.09303], [-1.03235, 3.28323, 2.77552], [-3.73595, 0.23118, 1.30202], [-4.16732, 1.20970, 0.22922], [-4.43784, 2.48849, 0.76832], [-3.30756, -0.72579, 1.00404], [-4.41989, 0.01516, 2.12278], [-2.90612, 0.78906, 1.73592], [-5.11010, 0.82956, -0.16415], [-3.46705, 1.34538, -0.59498], [-3.70237, 2.99978, 0.42294]], "e_homo_ev": -5.383, "largest_force_ha_per_bohr": 0.109, "spin_multiplicity": 1, "charge": -1}